[1]
Below is the ion C5H10N3 with charge +1 at a distorted geometry, with properties calculated with ωB97M-V with the def2-TZVPD basis set.

Last column: natural (NBO) charge in e.
Atoms and positions in Å:
N: -1.834 0.947 0.316  -0.319
N: 0.410 0.363 1.094  -0.573
N: 2.394 -0.703 0.513  -0.715
C: -2.157 -0.091 -0.548  -0.089
C: -0.749 1.147 0.982  0.229
C: -2.284 -1.361 -0.192  -0.384
C: 1.363 0.091 0.218  0.593
C: 1.116 0.602 -1.104  -0.726
H: 2.558 -1.112 1.382  0.414
H: 1.101 1.719 -1.048  0.279
H: -2.680 -2.022 -0.962  0.226
H: 0.540 0.179 2.113  0.433
H: 0.151 0.278 -1.499  0.288
H: -1.815 -1.787 0.639  0.199
H: 1.900 0.501 -1.866  0.272
H: -2.526 0.285 -1.474  0.225
H: -0.647 2.055 1.485  0.198
H: 3.160 -1.089 -0.050  0.450

Calculated values
Orbital gap ... 9.07 eV
Charge ... +1
Relative energy (zero: lowest compared OMol25 entry of this formula, charge and spin) ... 56.3 kcal per mole

---

[2]
Below is the molecule C4H6N2O3 at a distorted geometry, with properties calculated with ωB97M-V with the def2-TZVPD basis set.

Last column: natural (NBO) charge in e.
Atoms and positions in Å:
O: -0.666 0.450 -0.529  -0.513
O: 3.800 0.666 0.034  -0.541
O: 0.242 -0.920 1.083  -0.572
N: -2.411 -1.024 -0.601  -0.665
N: -2.538 0.965 0.638  -0.850
C: 0.348 -0.287 0.014  0.793
C: -1.893 -0.038 -0.032  0.682
C: 1.689 -0.132 -0.597  -0.579
C: 2.953 -0.322 0.293  0.388
H: 2.027 -0.801 -1.287  0.265
H: -3.247 -1.151 -0.077  0.340
H: -3.485 1.319 0.536  0.409
H: 1.585 0.858 -0.837  0.254
H: 3.531 -1.368 0.781  0.199
H: -1.936 1.784 0.580  0.389

Calculated values
Orbital gap ... 10.13 eV
Charge ... 0
Relative energy (zero: lowest compared OMol25 entry of this formula, charge and spin) ... 95.5 kcal per mole

---

[3]
Below is a structure of composition C30H66N5O10V at a distorted geometry, with properties calculated with ωB97M-V with the def2-TZVPD basis set.

Last column: Mulliken spin population.
Atoms and positions in Å:
V: 14.163 -16.391 16.342  1.278
O: 12.702 -16.314 12.338  0.008
O: 13.743 -18.586 16.949  -0.034
O: 23.717 -16.121 17.747  0.000
O: 12.112 -16.068 16.944  -0.001
O: 13.748 -16.607 14.258  0.007
O: 14.293 -14.077 15.784  0.428
O: 15.738 -16.448 16.206  -0.242
O: 15.451 -15.534 21.170  0.000
O: 18.325 -14.755 17.840  0.003
O: 14.839 -16.546 12.313  0.007
N: 13.800 -16.499 13.013  -0.003
N: 14.642 -12.710 15.337  0.499
N: 21.284 -16.282 16.156  0.000
N: 14.363 -15.894 18.560  -0.040
N: 14.542 -19.549 17.821  -0.005
C: 12.575 -20.872 18.851  -0.002
C: 14.493 -21.432 16.209  -0.001
C: 15.376 -20.490 17.062  -0.003
C: 24.412 -15.371 18.740  0.000
C: 20.461 -15.168 16.626  0.000
C: 16.040 -12.536 14.659  0.012
C: 19.061 -15.589 16.871  -0.002
C: 11.945 -15.726 18.326  0.011
C: 16.384 -21.293 18.019  0.001
C: 23.575 -15.329 16.541  0.000
C: 17.038 -13.000 15.738  -0.005
C: 15.205 -10.475 13.498  -0.009
C: 12.934 -12.605 13.414  0.034
C: 16.281 -13.546 13.476  0.027
C: 22.570 -16.023 15.544  0.000
C: 14.878 -15.339 22.448  0.000
C: 13.410 -18.831 19.945  0.000
C: 14.877 -20.762 19.972  0.002
C: 14.050 -10.510 14.526  0.023
C: 13.499 -11.946 14.763  -0.025
C: 12.376 -11.654 15.663  0.025
C: 13.844 -19.983 19.095  -0.002
C: 13.163 -15.065 18.838  0.003
C: 15.432 -14.950 18.954  0.017
C: 16.281 -19.713 16.083  0.001
C: 18.767 -14.885 19.195  0.000
C: 15.568 -21.906 19.239  0.000
C: 15.486 -14.433 20.268  -0.007
C: 11.102 -16.863 16.571  0.004
C: 16.461 -11.148 14.192  0.011
H: 13.011 -14.818 19.889  0.002
H: 11.831 -20.376 18.227  0.000
H: 24.449 -15.999 19.630  0.000
H: 11.221 -16.920 15.489  -0.001
H: 14.410 -16.715 19.146  0.005
H: 16.708 -22.031 17.285  0.000
H: 16.952 -20.362 15.521  0.000
H: 18.075 -12.917 15.413  0.002
H: 18.230 -14.222 19.873  0.000
H: 20.809 -14.638 17.513  0.000
H: 15.430 -14.159 18.205  -0.007
H: 18.897 -15.891 19.594  0.000
H: 17.245 -13.368 13.001  0.005
H: 15.059 -10.995 12.552  -0.001
H: 14.451 -21.297 20.821  0.000
H: 22.521 -15.589 14.546  0.000
H: 13.264 -14.093 18.354  -0.010
H: 25.340 -15.034 18.280  0.000
H: 10.059 -16.599 16.748  0.000
H: 14.458 -10.191 15.485  -0.004
H: 16.807 -10.447 14.951  -0.001
H: 13.835 -15.022 22.436  0.000
H: 11.989 -12.103 13.201  0.001
H: 21.452 -16.982 16.865  0.000
H: 15.634 -20.124 20.427  0.000
H: 11.828 -12.549 15.958  -0.002
H: 12.906 -19.064 20.883  0.000
H: 12.649 -11.139 16.584  -0.003
H: 14.930 -16.260 23.028  0.000
H: 11.145 -15.032 18.585  0.001
H: 14.239 -18.222 20.306  -0.001
H: 16.385 -14.572 13.828  -0.001
H: 23.761 -14.514 18.913  0.000
H: 13.953 -22.187 16.780  0.000
H: 14.674 -13.728 20.449  0.001
H: 16.355 -15.492 18.751  0.008
H: 20.298 -14.331 15.947  0.000
H: 13.782 -20.799 15.678  0.000
H: 15.619 -19.212 15.377  0.001
H: 17.245 -20.700 18.328  0.001
H: 16.886 -12.377 16.620  -0.003
H: 14.857 -22.650 18.881  0.000
H: 12.648 -13.641 13.595  0.001
H: 15.009 -21.992 15.428  0.000
H: 19.203 -16.564 17.336  0.000
H: 23.190 -14.359 16.854  0.000
H: 19.783 -14.512 19.330  0.000
H: 12.055 -21.155 19.766  0.000
H: 15.625 -14.763 22.994  0.000
H: 15.541 -13.568 12.676  0.000
H: 12.705 -21.829 18.345  0.000
H: 16.412 -13.901 20.482  0.000
H: 15.364 -9.448 13.169  0.000
H: 16.833 -19.011 16.708  0.002
H: 16.921 -14.037 16.052  -0.011
H: 16.238 -22.360 19.969  0.000
H: 11.865 -16.544 19.041  -0.002
H: 11.044 -17.866 16.996  0.000
H: 13.378 -12.263 12.479  -0.002
H: 22.971 -17.020 15.359  0.000
H: 17.162 -11.064 13.362  -0.001
H: 11.661 -10.927 15.276  -0.001
H: 18.499 -15.652 15.939  0.001
H: 24.535 -15.235 16.034  0.000
H: 12.480 -18.447 19.525  0.001
H: 13.275 -9.784 14.277  0.000

Calculated values
Orbital gap (alpha / beta) ... 6.80 / 5.30 eV
Charge ... 0
Spin multiplicity ... 3

---

[4]
Below is a cluster of 8 separate species, C35H71F2N9O10 in total at a distorted geometry, with properties calculated with ωB97M-V with the def2-TZVPD basis set.

Last column: Löwdin charge in e.
Atoms and positions in Å:
F: -3.991 -0.379 3.260  0.087
F: 1.431 -0.883 3.196  0.070
O: -2.906 1.311 2.341  0.147
O: 1.030 3.953 -2.050  0.012
O: 1.570 -1.155 -0.519  -0.004
O: 0.578 -1.783 5.462  0.060
O: -3.633 3.437 -5.319  0.008
O: 1.249 0.266 6.236  0.155
O: 3.205 -6.729 0.689  0.005
O: -2.663 -0.490 -2.613  0.014
O: 2.963 4.589 2.287  0.009
O: 1.922 -0.227 -4.604  -0.027
N: 3.593 -2.160 -0.461  -0.182
N: 1.720 6.347 2.998  -0.193
N: 0.414 1.477 -4.607  -0.173
N: -5.439 2.189 -4.766  -0.195
N: -0.325 -3.119 3.611  0.155
N: 1.481 6.166 -1.846  -0.194
N: -2.570 -2.681 -2.044  -0.191
N: 1.561 -7.891 -0.355  -0.198
N: -0.741 1.163 -0.686  0.041
C: 0.854 -0.445 5.344  -0.363
C: -1.114 -2.702 -2.125  -0.023
C: 0.885 1.985 -5.879  -0.047
C: 2.397 7.194 -1.405  -0.076
C: -1.635 -2.531 5.563  0.028
C: 0.999 0.391 -4.086  -0.352
C: 0.373 1.917 2.270  -0.167
C: -0.543 -2.111 4.588  -0.473
C: 4.500 -3.082 0.194  -0.050
C: 1.380 7.271 4.061  -0.058
C: -3.276 -3.892 -1.684  -0.065
C: -1.737 -0.799 2.654  -0.016
C: 2.646 5.382 3.151  -0.355
C: 1.923 -4.053 3.977  -0.011
C: -0.679 2.155 -3.923  -0.051
C: -2.872 0.169 2.716  -0.420
C: 2.360 -1.921 0.004  -0.321
C: 0.913 1.044 1.145  -0.215
C: -4.944 1.965 -3.413  -0.029
C: -0.146 -5.511 3.858  -0.023
C: 0.207 6.545 -2.436  -0.032
C: 0.622 1.378 3.681  -0.078
C: 4.026 -1.464 -1.667  -0.023
C: 0.603 1.595 -0.245  -0.258
C: -4.698 2.931 -5.608  -0.358
C: 1.169 -9.039 -1.148  -0.056
C: 2.835 -7.676 0.022  -0.355
C: 0.494 -0.115 3.858  -0.329
C: 1.044 6.453 1.715  -0.031
C: 0.556 -6.928 0.056  -0.034
C: 0.437 -4.125 3.818  -0.345
C: -3.214 -1.527 -2.310  -0.345
C: -0.896 -0.746 3.935  -0.122
C: -6.705 1.608 -5.162  -0.066
C: 1.770 4.855 -1.717  -0.328
H: 4.773 -3.887 -0.491  0.089
H: 2.678 7.832 -2.246  0.091
H: -2.182 -1.790 2.614  0.121
H: 0.723 -8.709 -2.088  0.090
H: -2.598 -2.536 5.059  0.091
H: -1.391 1.431 0.042  0.053
H: -0.904 1.649 -2.985  0.049
H: 0.565 0.095 -3.117  0.122
H: -4.349 -3.710 -1.669  0.080
H: 2.037 -9.656 -1.368  0.083
H: -2.961 -4.228 -0.693  0.085
H: 3.295 6.744 -0.985  0.090
H: 1.973 7.055 4.947  0.082
H: -0.274 -5.807 4.894  0.093
H: -1.484 -0.268 4.715  0.164
H: 0.813 -5.942 -0.336  0.090
H: -0.389 3.181 -3.709  0.064
H: -3.062 -4.680 -2.410  0.087
H: -0.422 -7.223 -0.314  0.087
H: 0.527 5.517 1.498  0.095
H: 0.126 7.628 -2.465  0.084
H: 0.328 7.271 1.736  0.094
H: 3.991 -0.386 -1.506  0.096
H: 0.570 0.024 1.193  0.058
H: 1.778 6.626 0.931  0.054
H: 5.406 -2.557 0.504  0.089
H: -1.085 -5.545 3.319  0.081
H: 0.779 1.221 -6.651  0.087
H: -0.708 0.152 -0.714  0.031
H: -5.654 1.351 -2.863  0.084
H: -4.312 -1.612 -2.223  0.132
H: -0.674 2.135 2.074  0.091
H: 0.536 -6.865 1.144  0.072
H: 1.909 7.804 -0.644  0.071
H: 5.041 -1.761 -1.915  0.085
H: -3.978 1.462 -3.441  0.070
H: 2.116 -2.487 0.919  0.130
H: 0.322 7.178 4.313  0.090
H: 0.132 6.146 -3.448  0.093
H: -1.161 -0.647 1.752  0.114
H: 2.146 -3.998 5.043  0.098
H: 0.668 2.672 -0.268  0.081
H: -6.661 0.521 -5.072  0.086
H: -6.929 1.867 -6.195  0.080
H: 0.307 2.863 -6.155  0.084
H: -4.816 2.920 -2.902  0.095
H: 2.002 0.988 1.228  0.121
H: 1.565 1.725 4.087  0.127
H: 1.581 8.297 3.744  0.088
H: 1.321 1.215 -0.957  0.088
H: 0.526 -6.200 3.351  0.056
H: 1.942 2.250 -5.808  0.087
H: 0.440 -9.640 -0.601  0.089
H: 0.895 2.870 2.198  0.091
H: 3.531 -8.454 -0.333  0.134
H: -5.153 3.040 -6.609  0.130
H: -0.792 -2.429 -3.130  0.098
H: -0.751 -3.699 -1.885  0.080
H: 2.346 -3.208 3.456  0.065
H: -1.684 -1.838 6.396  0.097
H: 2.756 4.670 -1.259  0.143
H: 4.026 -3.515 1.072  0.075
H: -1.570 2.154 -4.554  0.069
H: 2.415 -4.946 3.603  0.078
H: -7.506 1.985 -4.522  0.087
H: -1.446 -3.517 5.974  0.087
H: -0.684 -1.984 -1.426  0.065
H: -0.614 6.132 -1.848  0.094
H: 3.105 5.376 4.154  0.134
H: -0.139 1.808 4.330  0.134
H: 3.362 -1.702 -2.499  0.088

Calculated values
Orbital gap ... 8.13 eV
Charge ... 0

---

DFT total energy for the records above, in order: -360.48532 -491.14869 -3152.36438 -2821.13139 a.u.